# C45H37OP2Pb

A structure of composition C45H37OP2Pb (the ωB97M-V functional and the def2-TZVPD basis, OMol25).

## Properties
- 2S+1: 1
- Total charge: +3
- Kohn-Sham gap (spin up / spin down): 3.697 / 4.049 eV
- LUMO (spin up / spin down): -12.2 / -11.9 eV
- E_HOMO (spin up / spin down): -0.5839 / -0.5875 Ha

```
86
Properties=species:S:1:pos:R:3:mulliken_charge:R:1
Pb 0.002 -0.169 -0.163 0.309
P 1.763 1.132 -1.562 1.553
C -1.012 1.977 0.671 0.238
O -1.729 2.880 0.689 -0.130
P -1.469 -1.544 1.459 1.266
C 1.234 2.816 -1.851 0.123
C 1.809 0.258 -3.124 0.150
C 3.348 1.090 -0.725 0.578
C -0.763 -1.665 3.108 0.944
C -3.135 -0.862 1.573 0.833
C -1.592 -3.164 0.671 0.995
C 2.072 3.860 -1.416 -0.651
C 1.715 5.160 -1.747 -0.709
C 0.530 5.400 -2.444 -0.581
C -0.333 4.358 -2.819 -0.792
C 0.005 3.047 -2.501 0.248
H 2.993 3.620 -0.878 0.438
H 2.395 5.963 -1.456 0.468
H 0.273 6.425 -2.703 0.457
H -1.259 4.559 -3.361 0.505
H -0.662 2.202 -2.724 0.369
C 3.468 1.530 0.612 -0.198
C 4.740 1.584 1.170 -0.838
C 5.842 1.166 0.415 -0.584
C 5.701 0.675 -0.888 -0.747
C 4.439 0.607 -1.466 -0.562
H 2.586 1.842 1.187 0.508
H 4.862 1.968 2.185 0.457
H 6.837 1.219 0.849 0.441
H 6.550 0.343 -1.485 0.459
H 4.266 0.237 -2.483 0.436
C 2.110 1.079 -4.226 -0.352
C 2.283 0.481 -5.467 -0.759
C 2.118 -0.903 -5.593 -0.551
C 1.770 -1.712 -4.503 -0.686
C 1.592 -1.132 -3.253 0.088
H 2.213 2.159 -4.072 0.496
H 2.549 1.127 -6.303 0.454
H 2.269 -1.355 -6.567 0.443
H 1.647 -2.792 -4.616 0.487
H 1.311 -1.747 -2.385 0.241
C -4.085 -1.290 0.627 -0.401
C -5.395 -0.851 0.739 -0.830
C -5.718 0.079 1.732 -0.518
C -4.747 0.595 2.596 -0.785
C -3.426 0.164 2.501 -0.659
H -3.798 -2.000 -0.160 0.463
H -6.145 -1.264 0.059 0.477
H -6.750 0.408 1.819 0.485
H -5.012 1.322 3.367 0.484
H -2.638 0.544 3.163 0.502
C 0.128 -0.697 3.613 -0.195
C 0.587 -0.842 4.914 -0.925
C 0.166 -1.937 5.680 -0.620
C -0.700 -2.904 5.161 -0.734
C -1.163 -2.780 3.858 -0.560
H 0.464 0.160 3.012 0.326
H 1.260 -0.091 5.322 0.448
H 0.513 -2.047 6.701 0.426
H -1.043 -3.769 5.726 0.461
H -1.827 -3.522 3.416 0.351
C -2.590 -3.997 1.207 -0.468
C -2.708 -5.296 0.728 -1.048
C -1.880 -5.725 -0.314 -0.613
C -0.927 -4.876 -0.893 -0.682
C -0.790 -3.580 -0.415 0.111
H -3.250 -3.619 1.999 0.466
H -3.456 -5.935 1.198 0.447
H -1.985 -6.739 -0.681 0.433
H -0.285 -5.215 -1.711 0.483
H -0.052 -2.914 -0.886 -0.354
H 1.150 0.142 1.270 0.009
H 1.203 -1.516 -0.164 0.197
C -1.549 0.043 -1.671 -0.883
C -2.600 0.645 -1.933 0.644
C -3.798 1.387 -2.085 0.615
C -4.301 2.033 -0.941 0.227
C -5.418 2.826 -1.037 -1.064
C -6.041 2.990 -2.282 -0.535
C -5.542 2.338 -3.421 -0.633
C -4.426 1.529 -3.333 -0.436
H -3.783 1.855 0.010 0.147
H -5.792 3.320 -0.139 0.487
H -6.916 3.629 -2.361 0.455
H -6.030 2.463 -4.390 0.439
H -4.006 0.997 -4.198 0.516
```

# C4H4O3

The molecule C4H4O3 (the ωB97M-V functional and the def2-TZVPD basis, OMol25).

## Properties
- 2S+1: 1
- Total charge: 0
- Kohn-Sham gap: 8.695 eV
- LUMO: -1.2 eV
- E_HOMO: -0.3626 Ha

```
11
Properties=species:S:1:pos:R:3:nbo_charge:R:1
C -1.476 0.266 -0.444 -0.690
C -0.342 -0.631 -0.351 0.481
O -0.304 -1.556 -1.112 -0.475
C 0.576 -0.343 0.773 0.380
O 0.537 -0.664 1.927 -0.433
C 1.714 0.415 0.322 0.314
O 1.984 0.399 -0.850 -0.437
H -2.235 0.093 0.326 0.256
H -1.893 0.185 -1.449 0.255
H -0.918 1.355 -0.248 0.206
H 2.457 0.623 1.081 0.143
```

# C27H27O2Si

A cluster of 2 separate species, C27H27O2Si in total (the ωB97M-V functional and the def2-TZVPD basis, OMol25).

## Properties
- 2S+1: 1
- Total charge: +1
- Kohn-Sham gap: 4.377 eV
- LUMO: -5.2 eV
- E_HOMO: -0.3529 Ha

```
57
Properties=species:S:1:pos:R:3:nbo_charge:R:1
C -1.463 -2.621 -0.696 -1.138
Si 0.273 -2.640 -1.357 1.882
C 0.957 -4.218 -2.087 -1.147
C 0.763 -1.203 -2.453 -1.149
O 1.035 -2.504 0.186 -0.849
C 2.278 -2.105 0.461 0.317
C 2.913 -0.944 0.046 -0.304
C 4.387 -1.120 0.217 -0.460
C 4.505 -2.524 0.780 -0.003
C 5.606 -3.352 0.909 -0.204
C 5.422 -4.687 1.306 -0.206
C 4.135 -5.198 1.564 -0.215
C 3.014 -4.380 1.421 -0.217
C 3.238 -3.049 1.035 -0.045
H -2.209 -2.727 -1.492 0.237
H -1.595 -3.442 0.024 0.267
H -1.670 -1.692 -0.145 0.221
H 0.505 -4.398 -3.074 0.242
H 2.049 -4.147 -2.221 0.261
H 0.764 -5.092 -1.449 0.256
H 0.331 -1.375 -3.450 0.245
H 0.419 -0.223 -2.105 0.207
H 1.856 -1.138 -2.565 0.272
H 2.437 -0.089 -0.414 0.201
H 4.929 -1.017 -0.729 0.231
H 4.851 -0.403 0.903 0.233
H 6.595 -2.949 0.704 0.216
H 6.296 -5.325 1.435 0.220
H 4.026 -6.236 1.878 0.219
H 1.997 -4.748 1.597 0.220
C -2.673 4.360 4.727 -0.131
C -2.682 2.970 4.539 -0.211
C -2.662 2.444 3.255 -0.129
C -2.601 3.308 2.145 -0.174
C -2.323 2.781 0.843 0.496
O -2.476 3.750 -0.088 -0.396
C -2.364 3.413 -1.422 0.407
C -2.087 2.090 -1.830 -0.177
C -2.443 1.780 -3.179 -0.138
C -2.970 2.766 -4.008 -0.202
C -3.122 4.091 -3.560 -0.131
C -2.798 4.427 -2.254 -0.265
C -1.570 1.229 -0.829 0.024
C -1.898 1.496 0.495 -0.312
C -2.763 4.702 2.346 -0.136
C -2.739 5.233 3.629 -0.197
H -2.658 4.766 5.734 0.237
H -2.699 2.283 5.384 0.241
H -2.668 1.376 3.046 0.219
H -2.325 0.737 -3.503 0.239
H -3.303 2.494 -5.014 0.246
H -3.437 4.866 -4.256 0.244
H -2.920 5.435 -1.858 0.251
H -1.045 0.319 -1.108 0.250
H -1.779 0.732 1.269 0.265
H -2.863 5.380 1.502 0.234
H -2.777 6.319 3.765 0.239
```

# C30H23GaN3O3PS2

A structure of composition C30H23GaN3O3PS2 (the ωB97M-V functional and the def2-TZVPD basis, OMol25).

## Properties
- 2S+1: 1
- Total charge: +2
- Kohn-Sham gap: 6.596 eV
- LUMO: -6.6 eV
- E_HOMO: -0.4858 Ha

```
63
Properties=species:S:1:pos:R:3:nbo_charge:R:1
Ga -0.312 -0.593 0.174 1.648
O 0.935 -0.587 3.675 -0.854
S 0.473 0.033 2.499 2.391
O 1.318 -0.167 1.271 -1.010
O -0.894 -0.435 2.025 -1.026
C 0.380 1.796 2.645 -0.330
C 0.758 2.412 3.821 -0.153
C 0.759 3.798 3.893 -0.156
C 0.379 4.545 2.789 -0.179
C 0.004 3.920 1.609 -0.108
C 0.017 2.526 1.522 -0.370
P -0.481 1.815 -0.086 1.006
C -2.163 2.434 -0.331 -0.417
C -3.194 1.731 0.294 -0.150
C -4.494 2.190 0.196 -0.200
C -4.769 3.346 -0.521 -0.158
C -3.741 4.053 -1.126 -0.184
C -2.434 3.606 -1.031 -0.182
C 0.651 2.424 -1.344 -0.440
C 0.196 2.560 -2.655 -0.187
C 1.069 2.990 -3.637 -0.192
C 2.396 3.246 -3.324 -0.152
C 2.858 3.059 -2.029 -0.210
C 1.991 2.649 -1.031 -0.121
H 1.058 1.802 4.659 0.262
H 1.060 4.290 4.804 0.250
H 0.383 5.622 2.840 0.246
H -0.290 4.513 0.754 0.225
H -2.950 0.845 0.875 0.204
H -5.295 1.653 0.681 0.233
H -5.784 3.703 -0.601 0.242
H -3.955 4.958 -1.672 0.242
H -1.638 4.166 -1.501 0.234
H -0.834 2.334 -2.898 0.227
H 0.714 3.125 -4.647 0.240
H 3.071 3.589 -4.092 0.241
H 3.896 3.236 -1.797 0.239
H 2.344 2.505 -0.018 0.223
N 0.954 -4.466 -0.424 -0.543
C 2.369 -4.538 -0.380 0.178
C 2.971 -5.762 -0.147 -0.226
C 4.356 -5.849 -0.037 -0.172
C 5.128 -4.708 -0.127 -0.174
C 4.527 -3.478 -0.380 -0.178
C 3.158 -3.402 -0.532 -0.238
S 2.408 -1.849 -1.017 0.545
N 0.790 -2.136 -0.621 -0.820
C 0.261 -3.316 -0.412 0.468
C -1.205 -3.321 -0.248 0.154
C -1.979 -4.478 -0.197 -0.186
C -3.361 -4.366 -0.154 -0.098
C -3.936 -3.101 -0.181 -0.201
C -3.105 -1.994 -0.207 0.091
N -1.782 -2.104 -0.230 -0.533
H 0.483 -5.334 -0.213 0.426
H 2.363 -6.653 -0.073 0.226
H 4.815 -6.814 0.119 0.244
H 6.201 -4.764 -0.026 0.244
H 5.122 -2.586 -0.486 0.237
H -1.534 -5.460 -0.196 0.236
H -3.978 -5.249 -0.112 0.259
H -5.007 -2.975 -0.179 0.261
H -3.503 -0.986 -0.220 0.229
```